{"formula": "C3H7O3S2", "method": "ωB97M-V with the def2-TZVPD basis set", "species": ["C", "C", "O", "O", "C", "S", "S", "H", "H", "H", "H", "H", "H", "H", "O"], "positions_angstrom": [[-0.9103, -1.2180, 0.4807], [-0.6933, -0.1717, 1.5541], [-1.0802, -0.2415, 2.6850], [-0.0643, 0.8947, 1.1146], [-1.6449, -0.6162, -0.7038], [-0.6266, -0.5495, -2.2530], [1.2930, 0.0809, -1.8051], [0.0746, -1.4964, 0.1808], [-1.3564, -2.0806, 0.9737], [-2.4241, -1.3083, -1.0459], [-2.2100, 0.2844, -0.4266], [0.4459, 0.7794, 0.2903], [1.7531, 1.8568, 2.7985], [2.8380, 1.3539, 1.9819], [2.6762, 2.0184, 2.6233]], "homo_energy_ev": -3.049, "total_charge": -1, "lumo_energy_ev": 3.45, "gap_ha": 0.2387}

=====

{"formula": "C17H39O7P2S4SbTi", "method": "ωB97M-V with the def2-TZVPD basis set", "species": ["Ti", "C", "C", "S", "C", "C", "S", "C", "C", "S", "C", "C", "S", "H", "H", "H", "H", "H", "H", "H", "H", "H", "H", "H", "H", "H", "H", "H", "H", "O", "P", "O", "O", "O", "P", "O", "O", "O", "H", "H", "C", "C", "C", "Sb", "C", "C", "C", "C", "C", "C", "H", "H", "H", "H", "H", "H", "H", "H", "H", "H", "H", "H", "H", "H", "H", "H", "H", "H", "H", "H", "H"], "positions_angstrom": [[-1.8184, 0.3389, -0.2609], [-0.4035, 4.9041, -0.4042], [-1.6167, 5.2712, -0.0296], [-2.9183, 2.2802, 0.4830], [-4.4941, 1.9055, -0.3715], [-4.3664, 2.2689, -1.8455], [-2.7004, 1.7627, -2.3808], [-3.0031, 0.7461, -3.8646], [-2.2219, -0.5712, -3.8214], [-0.7206, -0.5479, -2.8106], [0.1376, 0.9209, -3.4028], [0.9753, 1.4623, -2.2624], [0.1159, 1.6524, -0.6695], [-0.1330, 4.7992, -1.4482], [0.3690, 4.6832, 0.3218], [-1.8897, 5.3621, 1.0142], [-2.3975, 5.4862, -0.7501], [-4.7106, 0.8451, -0.2541], [-5.2843, 2.4886, 0.1012], [-5.1177, 1.7847, -2.4688], [-4.4182, 3.3470, -1.9830], [-4.0696, 0.5429, -3.9390], [-2.7032, 1.3413, -4.7255], [-2.8104, -1.3521, -3.3434], [-1.9572, -0.8855, -4.8303], [0.7757, 0.6457, -4.2435], [-0.5910, 1.6602, -3.7273], [1.8343, 0.8115, -2.0829], [1.3399, 2.4566, -2.5195], [-2.9330, -3.6211, -0.9054], [-2.2566, -2.3378, -0.2795], [-0.7915, -2.2742, -0.4323], [-2.9884, -1.1036, -0.8898], [-2.6246, -2.4235, 1.2966], [-2.5282, -1.0600, 2.2109], [-3.9112, -0.3736, 1.7845], [-2.4771, -1.3332, 3.6383], [-1.4051, -0.2155, 1.5017], [-2.5967, -4.4347, -0.5090], [-4.4911, -0.3255, 2.5548], [3.1225, -2.2983, 3.3631], [1.9628, -2.5363, 2.3983], [0.6664, -2.7474, 3.1714], [1.6867, -0.9285, 0.9100], [2.7851, 0.6422, 1.9821], [3.5681, 1.5498, 1.0364], [1.7507, 1.4159, 2.7937], [3.1631, -1.7278, -0.5122], [4.5522, -1.9592, 0.0777], [2.5911, -3.0115, -1.1082], [3.2926, -3.1942, 3.9721], [2.8933, -1.4811, 4.0509], [4.0572, -2.0662, 2.8536], [2.1774, -3.4139, 1.7825], [0.3728, -1.8504, 3.7216], [0.7762, -3.5583, 3.9003], [-0.1608, -3.0079, 2.5081], [3.4738, 0.1251, 2.6497], [2.8897, 2.1060, 0.3834], [4.2572, 0.9843, 0.4061], [4.1602, 2.2778, 1.6020], [0.9947, 1.8612, 2.1426], [2.2232, 2.2249, 3.3621], [1.2302, 0.7660, 3.5020], [3.2275, -0.9640, -1.2949], [4.5286, -2.7657, 0.8129], [4.9475, -1.0674, 0.5666], [5.2629, -2.2504, -0.7054], [2.5784, -3.8123, -0.3655], [3.2017, -3.3515, -1.9518], [1.5682, -2.8690, -1.4631]], "homo_energy_ev": -6.680, "total_charge": 0, "lumo_energy_ev": -0.83, "gap_ha": 0.2152}

=====

{"formula": "C36H72O18S5", "method": "ωB97M-V with the def2-TZVPD basis set", "species": ["O", "S", "O", "C", "C", "C", "C", "H", "H", "H", "H", "H", "H", "H", "H", "O", "S", "O", "C", "C", "C", "C", "H", "H", "H", "H", "H", "H", "H", "H", "O", "S", "O", "C", "C", "C", "C", "H", "H", "H", "H", "H", "H", "H", "H", "O", "S", "O", "C", "C", "C", "C", "H", "H", "H", "H", "H", "H", "H", "H", "O", "S", "O", "C", "C", "C", "C", "H", "H", "H", "H", "H", "H", "H", "H", "C", "C", "O", "C", "C", "O", "H", "H", "H", "H", "H", "H", "H", "H", "C", "C", "O", "C", "C", "O", "H", "H", "H", "H", "H", "H", "H", "H", "C", "C", "O", "C", "C", "O", "H", "H", "H", "H", "H", "H", "H", "H", "C", "C", "O", "C", "C", "O", "H", "H", "H", "H", "H", "H", "H", "H"], "positions_angstrom": [[10.5962, 15.7084, 9.5792], [10.9581, 16.2444, 8.2948], [10.6391, 17.6117, 7.9815], [12.6919, 15.8886, 8.0342], [12.7308, 15.4918, 6.4961], [11.4769, 14.4726, 6.3573], [10.2870, 15.2526, 6.9192], [12.8125, 15.0393, 8.6676], [13.3521, 16.7616, 8.2285], [12.5969, 16.3374, 5.8232], [13.7018, 15.0147, 6.2875], [11.5698, 13.5648, 7.0031], [11.2962, 14.2129, 5.2657], [9.5410, 14.6364, 7.3825], [9.7287, 16.0152, 6.2610], [12.2983, 10.6465, 9.3095], [13.5460, 10.0977, 8.7465], [14.6605, 10.1314, 9.6697], [13.3504, 8.3841, 8.1453], [13.7226, 8.5096, 6.6326], [14.6504, 9.7566, 6.4797], [13.9916, 10.9007, 7.2414], [12.4671, 7.9686, 8.5257], [14.0644, 7.8514, 8.7972], [14.1784, 7.5729, 6.3138], [12.8063, 8.5829, 6.0494], [14.8358, 10.0222, 5.4496], [15.6549, 9.5053, 6.8705], [13.0646, 11.2687, 6.7904], [14.6599, 11.7644, 7.5121], [10.9589, 7.6442, 10.1395], [10.8482, 8.3156, 11.4378], [12.0103, 8.8105, 12.1577], [9.6263, 9.6090, 11.1744], [8.2604, 9.1371, 11.8185], [8.3845, 7.6053, 11.8258], [9.8211, 7.3077, 12.4079], [9.5392, 9.6501, 10.0721], [10.0649, 10.5588, 11.4759], [8.2028, 9.5989, 12.8191], [7.4277, 9.5515, 11.2381], [8.4451, 7.1880, 10.7943], [7.5787, 7.1842, 12.4242], [10.1463, 6.2390, 12.4380], [9.8957, 7.7233, 13.4271], [18.2537, 16.5167, 14.2224], [18.8176, 15.2435, 13.7935], [18.6218, 14.0462, 14.5568], [18.4296, 14.9309, 12.0994], [19.6899, 15.1146, 11.2661], [20.9144, 14.9260, 12.2571], [20.6351, 15.5195, 13.6168], [17.5624, 15.5478, 11.8382], [18.0333, 13.9249, 12.0024], [19.7317, 14.2644, 10.5478], [19.6825, 16.0383, 10.7302], [21.7724, 15.4221, 11.8104], [21.1966, 13.9192, 12.3004], [20.9866, 16.5558, 13.6958], [21.1298, 15.0016, 14.4233], [15.4835, 14.4105, 12.5953], [14.3812, 13.6772, 12.0848], [14.1927, 13.8074, 10.6712], [14.6375, 11.9746, 12.4826], [13.3534, 11.5479, 13.1936], [12.2350, 12.3348, 12.6300], [12.7019, 13.7894, 12.7629], [15.6183, 11.8549, 12.9827], [14.7347, 11.4595, 11.5034], [13.1284, 10.4699, 13.0531], [13.5195, 11.7383, 14.2778], [11.2634, 12.2212, 13.1732], [12.0905, 12.0622, 11.5593], [12.7732, 14.0955, 13.8325], [12.1657, 14.5502, 12.2012], [19.1686, 10.5369, 11.1181], [18.0837, 10.5856, 10.0174], [17.7106, 12.0264, 9.8300], [17.3419, 12.4294, 8.5650], [16.9481, 13.8672, 8.3540], [17.3607, 11.6763, 7.6028], [20.0639, 11.0395, 10.7069], [19.3198, 9.4716, 11.3467], [18.8085, 10.9611, 12.0695], [18.5248, 10.2026, 9.0557], [17.2097, 9.9423, 10.2849], [17.7622, 14.5105, 8.1971], [16.3957, 14.1677, 9.2555], [16.3867, 13.6961, 7.4654], [16.2727, 16.9824, 9.5962], [15.5254, 18.1917, 10.1493], [15.4690, 18.1686, 11.5833], [14.7128, 17.4943, 12.4196], [15.4524, 17.5181, 13.7133], [13.6557, 16.9400, 12.1542], [16.2242, 17.1801, 8.5042], [15.7122, 16.0835, 9.8177], [17.2979, 16.8842, 10.0228], [16.0566, 19.1477, 9.9196], [14.4937, 18.3217, 9.6838], [16.3464, 18.1749, 13.6788], [15.8316, 16.4761, 13.8541], [14.8175, 17.7502, 14.5809], [13.1790, 8.9626, 16.4914], [11.7481, 8.7526, 16.3212], [11.0050, 9.8699, 16.9841], [9.7800, 10.1831, 16.4030], [9.0356, 11.4878, 16.9008], [9.3109, 9.5151, 15.5361], [13.7170, 8.2923, 15.8104], [13.4453, 8.7115, 17.5030], [13.4882, 9.9917, 16.1797], [11.3652, 8.7875, 15.2944], [11.3616, 7.8225, 16.7478], [8.8925, 11.5965, 18.0132], [8.0569, 11.5135, 16.3865], [9.6116, 12.3727, 16.5579], [15.0613, 14.0752, 15.7460], [14.0397, 14.7667, 16.6496], [12.9270, 15.1650, 15.7887], [12.0233, 16.0641, 16.2722], [11.0589, 16.4938, 15.1374], [12.0672, 16.5065, 17.4316], [15.3658, 14.6908, 14.8731], [14.5642, 13.1634, 15.3971], [15.9962, 13.8164, 16.2679], [13.6333, 14.1392, 17.4741], [14.4621, 15.6886, 17.0742], [10.1209, 15.9137, 15.2122], [11.5111, 16.3409, 14.1327], [10.7758, 17.5357, 15.1247]], "homo_energy_ev": -9.755, "total_charge": 0, "lumo_energy_ev": 0.39, "smiles": "O=S1(=O)CCCC1.O=S1(=O)CCCC1.O=S1(=O)CCCC1.O=S1(=O)CCCC1.O=S1(=O)CCCC1.CCOC(C)=O.CCOC(C)=O.CCOC(C)=O.CCOC(C)=O", "gap_ha": 0.3726}

=====

{"formula": "C15H26N2O3S", "method": "ωB97M-V with the def2-TZVPD basis set", "species": ["C", "S", "O", "O", "N", "C", "C", "C", "C", "O", "N", "C", "C", "C", "C", "C", "C", "C", "C", "C", "C", "H", "H", "H", "H", "H", "H", "H", "H", "H", "H", "H", "H", "H", "H", "H", "H", "H", "H", "H", "H", "H", "H", "H", "H", "H", "H"], "positions_angstrom": [[5.7382, 1.5997, 0.2488], [5.5644, -0.1707, -0.1264], [6.0229, -0.3866, -1.4670], [6.1757, -0.9109, 0.9362], [3.9462, -0.5016, -0.0990], [3.2934, -0.4157, 1.1867], [1.9981, -1.2245, 1.1532], [1.0926, -0.7920, -0.0065], [0.4931, 0.5994, 0.2035], [1.0039, 1.4764, 0.8697], [-0.6585, 0.7867, -0.4780], [-1.4414, 1.9969, -0.3787], [-2.6033, 1.8446, 0.6163], [-3.4677, 0.6564, 0.2754], [-4.2729, 0.6634, -0.7789], [-5.1021, -0.5042, -1.2167], [-4.6283, -1.7986, -0.5627], [-4.4346, -1.5693, 0.9314], [-3.3238, -0.5486, 1.1642], [1.8897, -0.8138, -1.3210], [3.1575, 0.0259, -1.1840], [5.2294, 2.1617, -0.5225], [5.3124, 1.7840, 1.2256], [6.7966, 1.8216, 0.2464], [3.9866, -0.8261, 1.9214], [3.0552, 0.6248, 1.4411], [2.2414, -2.2807, 1.0273], [1.4738, -1.0949, 2.1010], [0.2650, -1.5070, -0.0864], [-1.0935, 0.0110, -0.9512], [-1.8276, 2.2430, -1.3712], [-0.7676, 2.7876, -0.0426], [-2.1885, 1.7283, 1.6181], [-3.1922, 2.7632, 0.5920], [-4.3671, 1.5590, -1.3795], [-6.1480, -0.3170, -0.9506], [-5.0620, -0.5918, -2.3058], [-3.6797, -2.1090, -1.0075], [-5.3553, -2.5939, -0.7357], [-5.3669, -1.1927, 1.3566], [-4.1890, -2.5064, 1.4345], [-2.3473, -1.0132, 0.9861], [-3.3316, -0.2261, 2.2087], [1.2822, -0.4321, -2.1438], [2.1759, -1.8428, -1.5433], [3.7702, -0.0394, -2.0837], [2.8843, 1.0763, -1.0015]], "homo_energy_ev": -9.209, "total_charge": 0, "lumo_energy_ev": 0.50, "smiles": "CS(=O)(=O)N1CCC(C(=O)NCCC2=CCCCC2)CC1", "gap_ha": 0.3569}

=====

{"formula": "C5H6O", "method": "ωB97M-V with the def2-TZVPD basis set", "species": ["O", "C", "C", "C", "C", "C", "H", "H", "H", "H", "H", "H"], "positions_angstrom": [[-2.0056, -1.3496, 0.0840], [-1.0122, -0.6428, 0.0161], [0.4771, -1.0739, -0.1684], [1.2786, 0.1884, -0.0518], [0.5061, 1.2142, 0.3206], [-0.9074, 0.7965, 0.2417], [0.7577, -1.7178, -1.0059], [0.5494, -1.6608, 0.7523], [2.3037, 0.2865, -0.3922], [0.8345, 2.2317, 0.5212], [-1.7011, 1.3967, 0.6983], [-1.0809, 0.3309, -1.0158]], "homo_energy_ev": -8.691, "total_charge": 0, "lumo_energy_ev": 0.47, "gap_ha": 0.3365}

=====

{"formula": "C4H9BrO2S", "method": "ωB97M-V with the def2-TZVPD basis set", "species": ["C", "C", "C", "C", "O", "O", "S", "Br", "H", "H", "H", "H", "H", "H", "H", "H", "H"], "positions_angstrom": [[-2.2526, 1.5329, -0.4979], [2.3420, -1.8641, 0.1044], [-1.0012, 1.7215, 0.2118], [-0.1479, -0.7106, 0.7861], [1.9237, 0.6098, -0.1614], [0.6871, -0.7765, -1.7700], [1.1062, -0.5649, -0.3839], [-1.4291, -1.7893, 0.3700], [-2.6474, 2.5327, -0.6729], [-2.0405, 0.8003, -1.3939], [-2.9941, 1.1267, 0.2707], [1.9457, -2.4270, 0.9258], [2.4313, -2.4690, -0.8366], [3.2598, -1.3016, 0.3532], [-0.1315, 1.7919, -0.3987], [-0.9880, 2.1285, 1.2813], [-0.0632, -0.3413, 1.8122]], "homo_energy_ev": [-8.300, -8.638], "total_charge": 0, "lumo_energy_ev": [-0.99, 0.01], "gap_ha": [0.2686, 0.3180]}

=====

{"formula": "C4H4S", "method": "ωB97M-V with the def2-TZVPD basis set", "species": ["C", "C", "C", "C", "S", "H", "H", "H", "H"], "positions_angstrom": [[-1.3646, -0.2251, -0.3778], [-0.9122, -0.9859, 0.5150], [0.6008, 1.0750, 0.2619], [0.1611, 0.0423, -0.4309], [3.2862, 0.3804, 0.0079], [-2.1645, 0.2016, -1.0065], [-0.4080, -1.6829, 1.1969], [-0.0582, 1.5471, 0.9897], [0.8594, -0.3525, -1.1563]], "homo_energy_ev": [-8.141, -7.920], "total_charge": 0, "lumo_energy_ev": [-1.25, -1.15], "gap_ha": [0.2533, 0.2488]}

=====

{"formula": "C12H25FN5O9S2", "method": "ωB97M-V with the def2-TZVPD basis set", "species": ["C", "S", "O", "O", "N", "S", "O", "O", "C", "O", "N", "C", "O", "F", "H", "H", "H", "H", "C", "C", "O", "N", "C", "H", "H", "H", "H", "H", "H", "H", "C", "C", "O", "N", "C", "H", "H", "H", "H", "H", "H", "H", "C", "C", "O", "N", "C", "H", "H", "H", "H", "H", "H", "H"], "positions_angstrom": [[2.0811, 0.0828, -3.4434], [0.7883, -1.1399, -3.0092], [0.9261, -2.2938, -3.8899], [-0.4805, -0.4909, -3.3200], [0.9123, -1.4724, -1.3841], [1.9082, -2.7654, -1.0734], [1.9258, -2.9481, 0.3937], [1.4674, -4.0239, -1.6330], [3.6763, -2.5007, -1.5539], [4.1592, -1.4557, -1.3091], [4.4915, -3.5243, -2.1613], [4.2745, -3.7319, -3.5285], [5.0654, -3.5201, -4.3595], [3.1163, -4.2559, -3.9264], [3.0130, -0.4607, -3.6969], [2.2534, 0.6951, -2.5179], [1.7210, 0.7337, -4.2621], [5.4769, -3.3843, -1.9597], [-0.0725, -0.8707, 1.6336], [-1.1465, 0.0650, 2.1229], [-1.6735, 0.8979, 1.3990], [-1.5297, -0.0410, 3.4320], [-1.0265, -0.9584, 4.4338], [0.1354, -0.6792, 0.5845], [0.8498, -0.7115, 2.1955], [-0.4019, -1.9060, 1.7335], [-2.2504, 0.6126, 3.6959], [-1.8560, -1.5657, 4.8028], [-0.6122, -0.3806, 5.2637], [-0.2572, -1.6106, 4.0329], [1.5644, 4.1648, -0.4188], [2.3264, 3.2268, -1.3204], [1.8514, 2.1759, -1.7135], [3.5873, 3.5918, -1.6922], [4.3126, 4.7915, -1.3280], [0.5843, 3.7419, -0.2103], [2.0950, 4.2935, 0.5264], [1.4291, 5.1318, -0.9074], [4.0395, 2.9202, -2.2938], [4.5711, 5.3361, -2.2387], [5.2318, 4.5037, -0.8135], [3.7279, 5.4368, -0.6801], [-4.6668, -0.7524, 1.3728], [-5.6940, -1.5237, 2.1607], [-5.5630, -2.7056, 2.4355], [-6.8074, -0.8465, 2.5716], [-7.1374, 0.5461, 2.3441], [-3.8402, -1.4084, 1.1124], [-5.1087, -0.3725, 0.4503], [-4.2767, 0.0723, 1.9711], [-7.4553, -1.4163, 3.0930], [-7.2561, 1.0418, 3.3102], [-8.0827, 0.5991, 1.7995], [-6.3676, 1.0557, 1.7735]], "homo_energy_ev": -6.061, "total_charge": -1, "lumo_energy_ev": 2.39, "gap_ha": 0.3104}